1.
C36H50BaN9O5S2SbSi | ωB97M-V/def2-TZVPD

Element x y z (Å)
Ba 0.60874 -0.92140 -0.45674
C 1.88610 -1.80429 4.49144
C 1.26885 -1.31366 3.21012
N 1.93551 -1.32411 2.10497
N 3.17587 -1.86454 2.17065
C 4.02526 -1.43715 1.24536
N 5.19192 -2.18707 1.22088
S 3.91260 -0.12573 0.16737
C -0.10707 -0.77771 3.18175
C -0.86309 -0.58245 4.34311
C -2.13448 -0.04264 4.24428
C -2.64303 0.29399 3.00277
C -1.84291 0.04757 1.89771
N -0.62979 -0.47342 1.98734
H 2.91649 -1.45469 4.54439
H 1.93009 -2.89724 4.49519
H 1.35077 -1.47872 5.37972
H 5.36039 -2.72189 2.05914
H 5.97833 -1.70966 0.81640
H -0.47561 -0.84585 5.31504
H -2.72373 0.11365 5.14058
H -3.63084 0.71846 2.88536
H -2.19649 0.24740 0.89064
C 2.31054 0.98842 -5.52344
N 1.21922 0.12699 -5.11121
C 0.59958 -0.56709 -6.21871
C 1.46309 -0.59547 -3.91771
N 1.66091 -0.02901 -2.80365
N 1.50082 -1.98256 -4.08062
C 1.88821 -2.91572 -3.10155
N 1.24311 -4.13195 -3.31785
N 2.78977 -2.64261 -2.24756
H 1.92996 1.76596 -6.18760
H 3.09487 0.42881 -6.05743
H 2.76098 1.46607 -4.65712
H 1.28015 -1.26307 -6.73264
H 0.26015 0.17722 -6.94112
H -0.28296 -1.10971 -5.87825
H 1.55141 0.98039 -2.85252
H 0.72066 -2.32869 -4.61845
H 0.23633 -3.95933 -3.42706
H 1.35912 -4.72491 -2.50740
H 2.95647 -3.43172 -1.62827
O -1.33163 -2.83494 -3.33961
S -1.55713 -2.60928 -1.89584
O -2.75534 -3.31321 -1.41899
O -0.35383 -3.10824 -1.13569
O -1.64027 -1.15342 -1.60363
C -5.41522 -2.96221 1.44937
C -4.51228 -4.12435 1.04409
Sb -2.43545 -3.71184 1.46914
C -1.69808 -5.59903 0.73153
C -0.18860 -5.76656 0.88464
C -2.69903 -4.43286 3.53749
C -1.41463 -4.48913 4.36243
H -6.47215 -3.16803 1.24843
H -5.14433 -2.05973 0.89701
H -5.32542 -2.73181 2.51560
H -4.56625 -4.29671 -0.03018
H -4.79315 -5.04453 1.56479
H -1.97547 -5.60239 -0.32321
H -2.24856 -6.39794 1.23838
H 0.32790 -4.94887 0.38162
H 0.16059 -6.70715 0.44442
H 0.12345 -5.76326 1.93281
H -3.18559 -5.41361 3.50468
H -3.41034 -3.74202 4.00402
H -0.72543 -5.24493 3.97747
H -0.88455 -3.53336 4.33325
H -1.60034 -4.72740 5.41613
O 0.50153 1.78427 -0.17960
Si 0.42278 3.34528 -0.24973
C -0.12017 4.05590 -1.93792
C 0.78361 4.03973 -3.00558
C 0.42476 4.47020 -4.27548
C -0.86157 4.93822 -4.51159
C -1.77506 4.97353 -3.46840
C -1.40326 4.53860 -2.20113
C 2.09294 4.18789 0.07096
C 2.36753 5.52624 -0.22420
C 3.61665 6.08112 0.02441
C 4.62706 5.29429 0.56615
C 4.37928 3.95879 0.85389
C 3.12312 3.41394 0.61086
C -0.81655 4.08736 0.99772
C -0.58089 5.23407 1.75885
C -1.52478 5.71956 2.65745
C -2.73719 5.06238 2.81687
C -2.99377 3.91587 2.07563
C -2.04240 3.43958 1.18305
H 1.79975 3.69307 -2.83389
H 1.14687 4.43812 -5.08222
H -1.14947 5.26972 -5.50281
H -2.78258 5.33504 -3.64157
H -2.13270 4.57486 -1.39871
H 1.59255 6.14512 -0.66871
H 3.80733 7.12228 -0.21359
H 5.60725 5.72039 0.75087
H 5.16395 3.32804 1.25509
H 2.94108 2.36364 0.81633
H 0.36595 5.75389 1.65892
H -1.30978 6.60883 3.24009
H -3.47381 5.43581 3.51940
H -3.93226 3.38696 2.20007
H -2.24288 2.53338 0.62108

As for the HOMO energy: -0.0847 Eh. As for the relative energy (zero: lowest compared OMol25 entry of this formula, charge and spin): 0.785 eV. As for the max |F|: 2.3 eV/Å. Its charge is -2. As for the total energy: -98579.46580 eV.

***

2.
C36H50CsN2O2PSbSi3 | ωB97M-V/def2-TZVPD

Element x y z (Å)
Cs -8.52871 -15.84369 -5.30459
C -13.03176 -15.06417 -8.06010
Sb -11.72447 -16.76400 -8.22068
C -9.82695 -15.71580 -8.31635
C -8.88386 -16.61633 -8.87644
C -9.03475 -17.21593 -10.14708
C -8.09491 -18.06758 -10.67689
C -6.98631 -18.36109 -9.86591
C -6.79210 -17.62375 -8.68367
N -7.72362 -16.86655 -8.17345
Si -9.74868 -13.93810 -9.01108
C -11.33328 -13.68866 -10.12528
C -8.29793 -13.49725 -10.17098
C -9.76914 -12.50182 -7.83023
C -12.39689 -18.29294 -6.64433
C -12.42511 -17.81561 -5.26042
C -13.49506 -18.19062 -4.42375
C -13.30197 -18.22412 -3.03417
C -12.09441 -17.76018 -2.51060
C -11.21216 -17.17250 -3.43141
N -11.33884 -17.25240 -4.77733
Si -14.00232 -18.91925 -7.44262
C -15.41823 -17.61010 -7.07544
C -13.88985 -19.02754 -9.37243
C -14.52517 -20.61833 -6.73329
Si -11.13252 -19.82413 -6.56430
C -11.59342 -21.09827 -5.24914
C -11.20555 -20.74525 -8.25076
C -9.34767 -19.25277 -6.21014
H -12.37780 -14.18706 -8.08481
H -13.65700 -15.11055 -7.14865
H -13.66415 -15.03292 -8.95035
H -9.82433 -16.88218 -10.82226
H -8.32316 -18.55469 -11.65528
H -6.23842 -19.09267 -10.15457
H -5.87612 -17.65449 -8.06815
H -11.85206 -14.61243 -10.41724
H -10.97567 -13.17330 -11.02240
H -12.11398 -13.00931 -9.69449
H -8.47895 -13.92518 -11.14326
H -7.30811 -13.79769 -9.78613
H -8.44194 -12.37208 -10.37465
H -10.78799 -12.21308 -7.58351
H -9.34797 -11.70744 -8.48253
H -9.20074 -12.64411 -6.92972
H -14.43519 -18.41608 -4.87299
H -14.07712 -18.67070 -2.36609
H -11.78274 -17.76384 -1.48545
H -10.28141 -16.72203 -3.03846
H -16.02147 -17.46192 -7.97046
H -15.10471 -16.64791 -6.66814
H -16.02917 -18.00208 -6.24952
H -14.26208 -18.07564 -9.78596
H -14.58529 -19.83137 -9.77438
H -12.92140 -19.29094 -9.79582
H -14.40944 -20.69901 -5.60518
H -13.97096 -21.48311 -7.10951
H -15.59310 -20.80438 -7.01608
H -10.71108 -21.57410 -4.82501
H -12.14198 -21.96207 -5.67256
H -12.18048 -20.71731 -4.38850
H -12.22431 -21.13569 -8.45126
H -10.56282 -21.64760 -8.13233
H -10.82893 -20.12379 -9.08009
H -9.33301 -18.84050 -5.17996
H -8.99686 -18.53011 -6.92548
H -8.66178 -20.10970 -6.14524
O -7.59207 -17.16148 -3.19234
C -6.90854 -17.35039 -2.12355
O -7.32850 -17.22431 -0.93793
C -5.39172 -17.69021 -2.28709
P -4.90161 -17.84239 -4.04344
C -4.77150 -19.65565 -4.33994
C -3.71006 -20.29212 -4.96949
C -3.59000 -21.65633 -4.81009
C -4.55455 -22.41673 -4.12125
C -5.65237 -21.75756 -3.53480
C -5.76270 -20.36478 -3.64053
C -3.19554 -17.25187 -4.13826
C -2.05523 -17.92804 -3.69963
C -0.80321 -17.36910 -3.90130
C -0.65014 -16.08223 -4.40254
C -1.80085 -15.38666 -4.78228
C -3.06352 -15.94423 -4.68864
H -5.02173 -18.44387 -1.55971
H -4.94036 -16.75873 -1.90094
H -2.96538 -19.73478 -5.56198
H -2.68810 -22.06881 -5.25217
H -4.48464 -23.47990 -3.98967
H -6.34540 -22.32262 -2.92633
H -6.65523 -19.79287 -3.31264
H -2.16832 -18.92812 -3.22305
H 0.04599 -17.91405 -3.52777
H 0.35807 -15.69104 -4.61356
H -1.77120 -14.35371 -5.15461
H -3.97425 -15.44984 -5.10591

As for the HOMO energy: -0.1194 Eh. As for the max |F|: 2.6 eV/Å. Its charge is -1. As for the total energy: -85227.58853 eV.